ORCA calculation (ωB97M-V with the def2-TZVPD basis set) on a 9-piece molecular cluster, C54H135N9O18 overall in a non-equilibrium geometry.

Structure (XYZ):
```
216
Properties=species:S:1:pos:R:3:lowdin_charge:R:1
C 2.130 12.758 -1.511 -0.126
O 2.441 11.458 -1.084 -0.188
C 1.290 10.638 -1.067 -0.236
C 1.651 9.341 -0.357 -0.215
N 0.527 8.429 -0.372 -0.056
C 0.788 7.179 0.330 -0.214
C -0.201 6.141 -0.072 -0.224
O -0.101 5.922 -1.468 -0.194
C -0.963 4.907 -1.935 -0.097
H 1.631 12.726 -2.487 0.087
H 3.045 13.338 -1.600 0.086
H 1.473 13.265 -0.794 0.087
H 0.878 10.479 -2.072 0.126
H 0.509 11.123 -0.462 0.125
H 1.875 9.597 0.681 0.112
H 2.557 8.904 -0.809 0.127
H 0.273 8.226 -1.334 0.107
H 0.660 7.372 1.400 0.115
H 1.835 6.859 0.194 0.112
H -1.223 6.472 0.165 0.135
H -0.013 5.208 0.476 0.097
H -2.020 5.203 -1.930 0.096
H -0.822 3.961 -1.408 0.067
H -0.698 4.752 -2.985 0.082
C -3.686 2.881 -0.122 -0.066
O -2.308 2.544 0.033 -0.235
C -1.757 2.945 1.261 -0.234
C -2.207 2.091 2.444 -0.206
N -1.937 0.696 2.141 -0.030
C -2.535 -0.213 3.134 -0.186
C -3.997 -0.535 2.892 -0.229
O -4.803 0.497 3.414 -0.188
C -6.172 0.230 3.270 -0.112
H -3.892 2.848 -1.186 0.083
H -3.905 3.880 0.268 0.095
H -4.254 2.130 0.434 0.087
H -2.007 3.994 1.473 0.121
H -0.675 2.835 1.195 0.093
H -3.263 2.310 2.657 0.112
H -1.646 2.441 3.316 0.124
H -2.418 0.526 1.262 0.080
H -2.437 0.163 4.155 0.127
H -1.971 -1.153 3.122 0.104
H -4.274 -1.506 3.334 0.121
H -4.172 -0.666 1.807 0.117
H -6.753 1.065 3.661 0.088
H -6.480 -0.643 3.869 0.091
H -6.459 0.056 2.228 0.081
C 0.570 1.470 -2.599 -0.106
O 0.921 0.329 -1.868 -0.201
C 0.433 0.395 -0.537 -0.187
C 0.548 -0.945 0.130 -0.169
N -0.083 -2.002 -0.667 -0.031
C 0.255 -3.307 -0.101 -0.180
C -0.303 -3.640 1.287 -0.192
O -1.538 -4.352 1.300 -0.189
C -2.594 -3.678 0.662 -0.114
H 1.157 2.341 -2.268 0.077
H -0.507 1.658 -2.547 0.085
H 0.859 1.335 -3.644 0.075
H -0.591 0.783 -0.512 0.099
H 1.059 1.097 0.037 0.109
H 0.020 -0.889 1.081 0.096
H 1.589 -1.232 0.331 0.103
H 0.248 -1.967 -1.628 0.080
H 1.346 -3.445 -0.001 0.101
H -0.111 -4.105 -0.753 0.112
H -0.410 -2.762 1.933 0.103
H 0.397 -4.345 1.735 0.112
H -2.592 -2.615 0.950 0.080
H -3.536 -4.153 0.932 0.079
H -2.510 -3.669 -0.427 0.062
C -10.166 -6.075 7.901 -0.125
O -8.927 -6.293 7.283 -0.181
C -8.508 -7.629 7.378 -0.252
C -7.379 -7.865 6.411 -0.234
N -7.838 -7.843 5.041 -0.053
C -6.844 -8.308 4.082 -0.214
C -5.512 -7.598 4.081 -0.244
O -5.765 -6.248 3.765 -0.193
C -4.605 -5.469 3.692 -0.112
H -10.401 -5.015 7.809 0.086
H -10.185 -6.414 8.941 0.087
H -10.984 -6.578 7.359 0.090
H -9.290 -8.367 7.155 0.126
H -8.154 -7.802 8.406 0.124
H -6.976 -8.869 6.596 0.127
H -6.553 -7.174 6.648 0.121
H -8.088 -6.892 4.791 0.111
H -7.298 -8.221 3.090 0.120
H -6.737 -9.396 4.176 0.118
H -4.867 -8.031 3.297 0.126
H -4.937 -7.664 5.015 0.116
H -3.956 -5.833 2.883 0.085
H -4.029 -5.570 4.624 0.092
H -4.861 -4.429 3.520 0.079
C 1.018 0.054 3.986 -0.102
O 1.282 -1.285 3.638 -0.203
C 2.294 -1.835 4.440 -0.243
C 2.457 -3.292 4.067 -0.200
N 2.805 -3.475 2.670 -0.050
C 4.253 -3.445 2.413 -0.206
C 4.467 -3.292 0.926 -0.226
O 4.074 -1.984 0.558 -0.199
C 3.890 -1.850 -0.837 -0.102
H 0.242 0.486 3.363 0.060
H 1.939 0.637 4.074 0.086
H 0.576 0.070 5.001 0.091
H 2.034 -1.733 5.507 0.126
H 3.239 -1.280 4.318 0.123
H 1.500 -3.786 4.264 0.115
H 3.218 -3.755 4.696 0.120
H 2.418 -2.718 2.112 0.078
H 4.706 -4.386 2.745 0.117
H 4.744 -2.656 3.005 0.118
H 3.811 -4.040 0.464 0.105
H 5.519 -3.473 0.676 0.129
H 3.419 -0.880 -0.985 0.078
H 3.257 -2.652 -1.241 0.075
H 4.843 -1.906 -1.380 0.094
C 3.337 4.698 -2.651 -0.100
O 3.516 4.604 -4.042 -0.176
C 2.327 4.201 -4.698 -0.234
C 2.522 4.354 -6.180 -0.222
N 2.613 5.752 -6.541 -0.060
C 3.211 5.993 -7.835 -0.215
C 2.242 5.706 -8.967 -0.231
O 2.917 6.051 -10.172 -0.198
C 2.047 6.137 -11.267 -0.133
H 2.432 5.240 -2.353 0.081
H 4.201 5.209 -2.225 0.094
H 3.327 3.695 -2.198 0.071
H 1.430 4.728 -4.349 0.120
H 2.198 3.131 -4.468 0.111
H 1.688 3.889 -6.710 0.118
H 3.436 3.785 -6.426 0.128
H 3.111 6.276 -5.835 0.109
H 4.116 5.395 -8.019 0.123
H 3.459 7.050 -7.938 0.125
H 1.343 6.321 -8.848 0.125
H 1.978 4.644 -9.038 0.121
H 1.364 6.992 -11.166 0.087
H 1.443 5.235 -11.425 0.086
H 2.659 6.296 -12.155 0.086
C 5.569 2.352 0.271 -0.094
O 4.553 3.245 0.677 -0.195
C 3.293 2.633 0.633 -0.249
C 2.212 3.563 1.109 -0.211
N 2.084 3.696 2.557 -0.030
C 3.192 4.375 3.214 -0.197
C 3.370 5.836 2.879 -0.242
O 2.277 6.574 3.373 -0.198
C 2.540 7.968 3.397 -0.112
H 6.530 2.842 0.383 0.088
H 5.425 2.071 -0.783 0.089
H 5.512 1.424 0.854 0.089
H 3.278 1.653 1.134 0.130
H 3.051 2.409 -0.425 0.102
H 1.255 3.261 0.687 0.082
H 2.399 4.551 0.652 0.105
H 1.211 4.158 2.782 0.101
H 4.118 3.862 2.964 0.112
H 3.036 4.321 4.296 0.123
H 3.497 5.951 1.793 0.112
H 4.299 6.174 3.363 0.128
H 2.941 8.338 2.445 0.077
H 3.262 8.176 4.192 0.090
H 1.592 8.478 3.552 0.089
C 2.246 -4.880 -3.421 -0.117
O 2.629 -5.275 -2.128 -0.204
C 1.793 -6.306 -1.603 -0.218
C 2.455 -6.931 -0.394 -0.202
N 3.603 -7.767 -0.794 -0.048
C 4.376 -8.169 0.346 -0.239
C 5.546 -9.022 -0.074 -0.254
O 6.428 -8.230 -0.814 -0.186
C 7.421 -8.987 -1.452 -0.120
H 2.401 -5.678 -4.154 0.092
H 2.839 -4.002 -3.683 0.083
H 1.193 -4.561 -3.462 0.084
H 1.524 -7.085 -2.322 0.129
H 0.889 -5.797 -1.247 0.100
H 1.695 -7.552 0.089 0.125
H 2.769 -6.142 0.307 0.108
H 4.165 -7.166 -1.389 0.109
H 3.780 -8.719 1.075 0.124
H 4.777 -7.288 0.882 0.122
H 5.155 -9.836 -0.701 0.125
H 6.044 -9.443 0.810 0.125
H 8.065 -9.526 -0.741 0.088
H 8.090 -8.304 -1.975 0.086
H 6.982 -9.703 -2.156 0.089
C 0.673 -1.525 -4.242 -0.106
O -0.439 -2.050 -3.546 -0.222
C -1.683 -1.830 -4.207 -0.197
C -2.783 -2.333 -3.292 -0.211
N -2.764 -1.785 -1.974 -0.057
C -3.066 -0.371 -1.843 -0.191
C -4.489 0.016 -2.177 -0.225
O -5.406 -0.098 -1.109 -0.195
C -5.927 -1.414 -0.980 -0.099
H 1.177 -2.291 -4.838 0.083
H 1.399 -1.174 -3.500 0.078
H 0.391 -0.653 -4.839 0.085
H -1.693 -2.381 -5.154 0.128
H -1.796 -0.748 -4.367 0.116
H -2.680 -3.422 -3.204 0.122
H -3.758 -2.207 -3.769 0.111
H -1.825 -1.923 -1.583 0.061
H -2.431 0.247 -2.509 0.108
H -2.877 -0.070 -0.813 0.105
H -4.839 -0.609 -3.011 0.109
H -4.539 1.048 -2.526 0.111
H -5.137 -2.156 -0.815 0.077
H -6.480 -1.693 -1.885 0.089
H -6.593 -1.423 -0.121 0.078
```

Values from the calculation:
- Lowest unoccupied orbital energy: 0.020 hartree
- E_tot: -108442.5857 eV
- Energy relative to the best compared isomer or geometry (same formula, charge and spin): 0.0 kJ/mol
- Highest occupied orbital energy: -8.3 eV
- SMILES: COCCNCCOC.COCCNCCOC.COCCNCCOC.COCCNCCOC.COCCNCCOC.COCCNCCOC.COCCNCCOC.COCCNCCOC.COCCNCCOC